No. 1
The ion C11H10N3O with charge +1 at a distorted geometry. Source: the OMol25 dataset; level of theory: ωB97M-V/def2-TZVPD.

Cartesian coordinates (Å):
C -0.61078 -0.39853 2.16968
N -1.03973 -0.42379 0.76622
C -2.19516 -0.92782 0.07862
O -3.25613 -1.55922 0.51099
C -3.97904 -1.64948 -0.65465
C -3.27910 -1.32018 -1.75824
C -2.03996 -0.78196 -1.26534
N -0.79840 -0.23472 -1.42315
N -0.21238 -0.13076 -0.26820
C 1.04507 0.43908 -0.23976
C 1.29953 1.51752 0.62431
C 2.60625 1.90186 0.82742
C 3.60482 1.43473 -0.00856
C 3.27873 0.76611 -1.16429
C 2.02055 0.11034 -1.22196
H 0.32495 -0.82737 2.30106
H -0.78995 0.52541 2.51498
H -1.11321 -1.16879 2.69147
H -5.02541 -2.02306 -0.64687
H -3.51120 -1.32074 -2.81582
H 0.39364 1.82353 1.17540
H 2.83040 2.65510 1.70598
H 4.59478 1.69728 0.15366
H 3.88497 0.43580 -2.00378
H 1.96678 -0.54033 -2.04918

Values from the calculation:
- highest occupied orbital energy (eV) = -12.83
- LUMO level (eV) = -4.236
- structure (SMILES) = C[n+]1c2occc2nn1-c1ccccc1
- charge = +1
- ΔE to the lowest compared entry with this formula, charge and spin (kJ/mol) = 168.3

No. 2
A structure of composition C12H19BrCrIN4O4Te at a distorted geometry. Source: the OMol25 dataset; level of theory: ωB97M-V/def2-TZVPD.

Cartesian coordinates (Å):
Cr 0.08747 -0.29539 -0.74827
N 4.28757 -0.16329 -0.64887
C 3.06957 -0.38199 -1.15857
O 2.03607 -0.09359 -0.51707
C 2.98407 -1.06419 -2.47397
I 2.75807 -3.20009 -2.04387
H 4.38057 0.22621 0.27693
H 5.12257 -0.44949 -1.13157
H 3.87347 -0.95329 -3.08497
H 2.08967 -0.75689 -3.01527
Br -2.00503 -5.36379 3.23393
C -1.33913 -4.20009 1.90353
C 0.03747 -4.05089 1.71603
N 0.53037 -3.28569 0.76113
C -0.30423 -2.59779 -0.00277
C -1.68773 -2.59929 0.17083
C -2.21783 -3.44349 1.13863
C -2.51563 -1.55599 -0.54277
O -3.71333 -1.64439 -0.67847
O -1.78643 -0.54839 -0.91737
H 0.74897 -4.56429 2.34793
H 0.14247 -2.12489 -0.91407
H -3.28863 -3.48019 1.28243
C -0.41343 -0.06019 3.93783
Te 0.78617 -0.12139 2.12483
C 0.68027 2.01611 1.83853
H -1.47433 0.02681 3.71993
H -0.09563 0.78761 4.53593
H -0.23023 -0.97099 4.49873
H 1.32857 2.52561 2.54253
H -0.34183 2.34881 1.98183
H 0.99507 2.22011 0.82113
C -1.41763 4.83111 -2.09297
N -0.50393 3.71151 -2.01007
C -0.85283 2.43851 -1.74687
N -2.14013 2.08841 -1.74237
O 0.06507 1.61351 -1.49627
H -0.84273 5.75021 -2.02047
H -2.12473 4.80061 -1.26127
H -1.96073 4.84131 -3.04087
H 0.48297 3.91081 -1.94687
H -2.86243 2.72231 -2.03057
H -2.36783 1.11021 -1.56607

Values from the calculation:
- spin multiplicity = 5
- highest occupied orbital energy (alpha / beta) (eV) = -10.61 / -11.14
- LUMO level (alpha / beta) (eV) = -3.392 / -3.472
- charge = +1
- <S²> = 6.01
- ΔE to the lowest compared entry with this formula, charge and spin (kJ/mol) = 63.4

No. 3
A structure of composition C29H23IMgN4O4S at a distorted geometry. Source: the OMol25 dataset; level of theory: ωB97M-V/def2-TZVPD.

Cartesian coordinates (Å):
Mg -0.08996 -0.06531 -0.23456
C 3.95624 1.72720 -0.90589
C 3.60701 1.58312 0.53960
N 4.41741 2.04230 1.45730
C 4.08040 1.93676 2.76338
C 2.93366 1.34708 3.21587
C 2.63438 1.37452 4.69364
O 2.47559 0.09128 5.29666
C 2.03205 0.81039 2.24897
C 0.86448 0.11130 2.68096
N -0.15347 -0.29794 1.97484
C -1.25901 -0.83176 2.67714
C -1.50479 -0.54527 4.03316
C -2.59681 -1.04925 4.71056
C -3.52713 -1.83917 4.05323
C -3.34347 -2.10594 2.70997
C -2.23254 -1.61163 2.04242
I -2.09903 -2.09966 -0.01636
C 2.35961 0.94729 0.87813
O 1.59673 0.48956 -0.03829
H 4.89314 2.26890 -1.00224
H 3.15718 2.25336 -1.43200
H 4.02595 0.75185 -1.38966
H 4.79440 2.36482 3.45987
H 1.69549 1.90100 4.87677
H 3.42689 1.93631 5.19580
H 3.30014 -0.39697 5.20130
H 0.87530 -0.10892 3.74473
H -0.83449 0.10917 4.57189
H -2.72584 -0.80908 5.75783
H -4.39081 -2.22879 4.57471
H -4.07000 -2.69535 2.16761
O 2.08412 -0.12959 -3.02440
S 0.82558 -0.82760 -3.07878
O 0.31803 -1.14903 -4.39126
N -0.29116 -0.06905 -2.16889
C -0.69183 1.19536 -2.57563
C -0.62322 1.69064 -3.87364
C -1.11411 2.95942 -4.20131
C -1.67522 3.78331 -3.26204
C -1.72907 3.35634 -1.92439
C -2.22999 4.15993 -0.87862
C -2.21049 3.70265 0.41054
C -1.68286 2.43079 0.66806
N -1.21923 1.64805 -0.27966
C -1.23388 2.07084 -1.57346
C 1.09538 -2.40622 -2.27127
C 1.29175 -2.56263 -0.90599
C 1.62342 -3.80599 -0.39277
C 1.79027 -4.88682 -1.24536
C 1.61140 -4.72529 -2.61198
C 1.25280 -3.48882 -3.12506
H -0.19356 1.07045 -4.64382
H -1.04935 3.28520 -5.23178
H -2.06315 4.75765 -3.53108
H -2.61738 5.14474 -1.11033
H -2.57780 4.30673 1.22810
H -1.64047 2.04571 1.68099
H 1.21232 -1.72024 -0.23263
H 1.75164 -3.92860 0.67518
H 2.06460 -5.85322 -0.84283
H 1.75496 -5.56322 -3.28131
H 1.09227 -3.34108 -4.18442

Values from the calculation:
- highest occupied orbital energy (eV) = -7.71
- LUMO level (eV) = -0.717

No. 4
A cluster of 2 separate species, C3H10N2O in total at a distorted geometry. Source: the OMol25 dataset; level of theory: ωB97M-V/def2-TZVPD.

Cartesian coordinates (Å):
C -0.09823 -1.76268 -4.22065
C -0.01413 -0.84946 -3.25772
O -1.04749 -0.48401 -2.45233
H 0.78823 -2.27081 -4.57124
H -1.00521 -1.90823 -4.79765
H 0.87925 -0.27505 -3.04427
H -1.81152 -0.97581 -2.78157
N -0.28741 0.50340 3.89975
C 0.14362 0.45590 2.52230
N 0.64245 1.74497 2.03288
H -1.05301 1.16492 3.95885
H 0.45750 0.78554 4.52560
H -0.71391 0.10772 1.95491
H 0.95664 -0.26464 2.37611
H 1.06388 1.72827 1.12059
H 1.09935 2.29998 2.73446

Values from the calculation:
- highest occupied orbital energy (eV) = -8.84
- LUMO level (eV) = 0.913
- structure (SMILES) = C=CO.NCN
- ΔE to the lowest compared entry with this formula, charge and spin (kJ/mol) = 222.8

No. 5
An isolated molecule of C6H11N at a distorted geometry. Source: the OMol25 dataset; level of theory: ωB97M-V/def2-TZVPD.

Cartesian coordinates (Å):
C -3.02127 -0.83617 1.20711
C -1.80936 -0.84553 0.32383
C -1.20264 0.27878 -0.09704
C 0.10400 0.22199 -0.88520
C 1.28723 0.53144 -0.02514
C 2.44324 1.05223 -0.47495
N 3.67497 0.50207 -0.20118
H -3.97742 -0.85722 0.67830
H -3.02203 0.04314 1.84611
H -2.96744 -1.68872 1.88333
H -1.48977 -1.74683 -0.20087
H -1.89205 1.09763 -0.30927
H -0.06015 0.99145 -1.64840
H 0.11761 -0.76743 -1.33724
H 1.31183 -0.15261 0.82625
H 2.33914 1.73420 -1.31154
H 4.47875 0.66064 -0.77226
H 3.68534 -0.21907 0.49815

Values from the calculation:
- highest occupied orbital energy (eV) = -7.53
- LUMO level (eV) = 1.194
- structure (SMILES) = C/C=C/C/C=C/N
- ΔE to the lowest compared entry with this formula, charge and spin (kJ/mol) = 258.4

No. 6
A cluster of 2 separate species, C3H5N2O in total at a distorted geometry. Source: the OMol25 dataset; level of theory: ωB97M-V/def2-TZVPD.

Cartesian coordinates (Å):
C 0.76866 0.04650 -0.39437
C -1.06916 -0.14696 -0.50600
C 2.14808 -0.09018 -0.13444
N -0.20739 0.92056 -0.40488
N -3.20274 -0.13783 -0.01086
O -0.27473 -1.17093 -0.52240
H 2.33244 -1.11042 0.05469
H 2.58315 0.82018 0.38116
H 2.51934 0.09809 -1.08727
H -3.49174 0.70046 -0.40667
H -3.43545 -0.92510 -0.52599

Values from the calculation:
- spin multiplicity = 3
- highest occupied orbital energy (alpha / beta) (eV) = -14.27 / -16.40
- LUMO level (alpha / beta) (eV) = -6.349 / -8.011
- charge = +1
- <S²> = 2.02
- ΔE to the lowest compared entry with this formula, charge and spin (kJ/mol) = 355.1

No. 7
A structure of composition C3H12N2S at a distorted geometry. Source: the OMol25 dataset; level of theory: ωB97M-V/def2-TZVPD.

Cartesian coordinates (Å):
C -0.78983 1.31903 1.88825
C -0.02286 -0.00519 1.73076
S 1.37330 0.03861 0.65172
N -1.22679 1.95417 0.64668
H -0.20328 2.02704 2.48859
H -1.67538 1.10106 2.48446
H -0.79199 -0.65995 1.28759
H 0.15617 -0.45739 2.70963
H -1.93207 1.40559 0.16941
H -0.42740 2.09591 0.04488
C 0.34964 -1.51151 -2.95867
N -0.95100 -1.52784 -2.26065
H 1.09942 -0.96703 -2.38578
H 0.68268 -2.51053 -3.29365
H 0.24354 -0.91918 -3.86341
H -1.00765 -2.14544 -1.45542
H 1.05050 -1.66944 0.41658
H -1.06201 -0.56297 -1.93710

Values from the calculation:
- highest occupied orbital energy (eV) = -9.26
- LUMO level (eV) = -0.350
- ΔE to the lowest compared entry with this formula, charge and spin (kJ/mol) = 173.0

No. 8
A cluster of 2 separate species, C5H11NO4PS in total at a distorted geometry. Source: the OMol25 dataset; level of theory: ωB97M-V/def2-TZVPD.

Cartesian coordinates (Å):
C 2.23648 -0.52837 -1.16683
C 1.68916 0.68242 -0.49691
C 2.42101 1.97507 -0.68787
N 0.68068 0.71274 0.28465
S -0.58362 -0.34704 -0.06526
P -2.37852 0.79733 0.21581
C -3.02654 0.87347 -1.50482
O -3.36690 -0.20345 1.00293
H 1.48051 -1.24822 -1.45327
H 2.96313 -0.98787 -0.50373
H 2.75307 -0.22854 -2.07285
H 3.27131 1.86809 -1.34540
H 1.72242 2.73886 -1.00228
H 2.78652 2.28276 0.28889
H -0.62340 -1.33550 1.12705
H -3.91243 0.26320 -1.63903
H -3.32287 1.90420 -1.65824
H -2.27648 0.62418 -2.24513
H -3.27213 -1.12938 0.73985
C 0.23977 -2.12495 3.09526
O -0.00031 -1.52027 4.17078
O 1.40450 -2.49734 2.71237
O -0.79750 -2.40182 2.23190

Values from the calculation:
- highest occupied orbital energy (eV) = -2.23
- LUMO level (eV) = 2.476
- charge = -1

Number 1: E_tot -18076.17091 eV. Number 2: E_tot -140757.47620 eV. Number 3: E_tot -68980.44333 eV. Number 4: E_tot -8299.19523 eV. Number 5: E_tot -7887.85321 eV. Number 6: E_tot -8203.61545 eV. Number 7: E_tot -17119.05335 eV. Number 8: E_tot -35165.84677 eV.